(1)
ORCA calculation (the ωB97M-V functional and the def2-TZVPD basis) on the ion C7H12BrN2 with charge +1 in a non-equilibrium geometry.

* orbital gap: 9.55 eV
* HOMO: -13.7 eV
* energy above the lowest of the compared OMol25 structures with the same formula, charge and spin: 103.79 kJ/mol

```
! wB97M-V def2-TZVPD RIJCOSX def2/J DEFGRID3
* xyz 1 1
C -1.202 -1.141 -1.235
N 0.143 -0.702 -1.001
C 0.396 0.629 -1.684
C 0.459 -0.603 0.516
Br 0.662 -2.577 1.106
C -0.567 0.215 1.374
C 0.110 0.764 2.636
C 1.436 0.926 2.647
C 2.215 0.567 1.457
N 1.754 -0.071 0.472
H -1.839 -0.485 -0.786
H -1.550 -1.374 -2.274
H -1.284 -2.222 -0.917
H 0.793 -1.400 -1.278
H -0.510 1.230 -1.518
H 1.457 0.845 -1.381
H 0.492 0.470 -2.703
H -1.421 -0.310 1.534
H -0.878 0.981 0.680
H -0.383 1.073 3.546
H 1.816 1.274 3.580
H 3.221 0.821 1.331
*
```


(2)
ORCA calculation (the ωB97M-V functional and the def2-TZVPD basis) on a structure of composition C24H38BN6O3PS4SeW.

* orbital gap (alpha / beta): 6.79 / 6.73 eV
* HOMO (alpha / beta): -9.7 / -9.9 eV
* energy above the lowest of the compared OMol25 structures with the same formula, charge and spin: 441.76 kJ/mol

```
! wB97M-V def2-TZVPD RIJCOSX def2/J DEFGRID3
* xyz 1 4
W 0.479 0.829 0.376
C 3.861 1.207 1.391
N 3.296 2.180 2.302
C 3.816 3.411 2.611
C 2.916 4.020 3.416
N 1.845 3.184 3.601
B 0.586 3.691 4.404
N -0.668 2.836 4.054
C -1.491 2.245 4.977
C -2.402 1.492 4.323
N -2.139 1.625 2.978
C -2.758 0.847 1.930
C -1.070 2.454 2.841
S -0.409 2.990 1.339
C 2.086 2.067 2.911
S 1.160 0.598 2.787
H 4.860 1.524 1.102
H 3.236 1.120 0.495
H 3.905 0.225 1.860
H 4.757 3.756 2.223
H 2.946 4.992 3.874
H 0.788 3.565 5.574
H 0.398 4.817 4.046
H -1.355 2.406 6.030
H -3.209 0.880 4.683
H -3.237 -0.025 2.369
H -1.984 0.509 1.229
H -3.498 1.431 1.382
C 3.216 -5.741 1.058
C 3.386 -4.317 1.559
O 3.533 -3.391 0.477
P 2.303 -2.971 -0.497
S 1.318 0.331 -1.889
S 1.329 -1.550 0.778
O 3.156 -2.032 -1.489
C 3.902 -2.646 -2.551
C 4.109 -1.631 -3.655
H 3.187 -6.429 1.902
H 4.050 -6.009 0.411
H 2.289 -5.837 0.493
H 4.303 -4.219 2.140
H 2.541 -4.021 2.189
H 3.355 -3.516 -2.929
H 4.859 -2.986 -2.149
H 3.160 -1.369 -4.122
H 4.774 -2.048 -4.410
H 4.560 -0.724 -3.253
C -3.378 -0.754 -4.258
N -2.797 -1.369 -3.082
C -1.570 -1.114 -2.587
Se -0.295 0.041 -3.345
N -1.394 -1.825 -1.478
C -2.520 -2.595 -1.243
C -2.792 -3.524 -0.249
C -4.021 -4.156 -0.319
C -4.930 -3.868 -1.342
C -4.655 -2.941 -2.332
C -3.423 -2.305 -2.265
H -2.682 -0.015 -4.649
H -4.317 -0.266 -3.998
H -3.568 -1.502 -5.027
H -0.555 -1.850 -0.860
H -2.060 -3.743 0.515
H -4.279 -4.896 0.426
H -5.874 -4.395 -1.368
H -5.364 -2.741 -3.123
C -2.471 3.571 -2.354
C -1.155 4.339 -2.219
C -0.164 3.246 -1.831
O -0.942 2.143 -1.296
C -2.325 2.520 -1.267
H -2.537 3.096 -3.334
H -3.343 4.202 -2.196
H -1.228 5.085 -1.428
H -0.863 4.830 -3.144
H 0.559 3.577 -1.083
H 0.378 2.874 -2.701
H -2.567 2.942 -0.288
H -2.915 1.619 -1.446
*
```


(3)
ORCA calculation (the ωB97M-V functional and the def2-TZVPD basis) on the molecule C8H4F2O3 in a non-equilibrium geometry.

* orbital gap (alpha / beta): 8.22 / 6.80 eV
* HOMO (alpha / beta): -9.9 / -9.0 eV
* energy above the lowest of the compared OMol25 structures with the same formula, charge and spin: 558.78 kJ/mol

```
! wB97M-V def2-TZVPD RIJCOSX def2/J DEFGRID3
* xyz 0 1
C -1.262 1.061 0.788
C -1.289 -1.229 -0.165
C -0.018 1.414 0.741
C 0.066 -1.575 -0.257
C 1.244 1.701 0.312
C 2.213 -0.437 0.100
C -1.811 0.133 -0.395
C 1.021 -0.730 -0.759
O 1.577 2.643 -0.357
O 3.026 -1.281 0.370
O 2.277 0.790 0.700
F 0.369 -2.576 0.589
F 0.836 -0.022 -1.918
H -1.976 1.499 1.464
H -1.951 -1.953 0.485
H -2.806 0.023 -0.451
H -1.515 0.540 -1.246
*
```


(4)
ORCA calculation (the ωB97M-V functional and the def2-TZVPD basis) on a cluster of 3 separate species, C13H16F16N2O4S in total in a non-equilibrium geometry.

* orbital gap: 9.45 eV
* HOMO: -9.0 eV

```
! wB97M-V def2-TZVPD RIJCOSX def2/J DEFGRID3
* xyz 0 1
F 6.325 -3.937 -0.333
C 5.225 -4.262 -1.042
F 5.307 -3.616 -2.232
C 3.944 -3.844 -0.320
F 3.893 -2.503 -0.187
F 2.898 -4.195 -1.122
C 3.693 -4.500 1.049
O 4.047 -3.741 2.193
C 5.350 -3.799 2.652
F 6.047 -4.748 1.999
F 5.289 -4.184 3.944
C 6.034 -2.434 2.585
F 6.073 -1.977 1.318
F 7.309 -2.537 3.024
H 5.232 -5.339 -1.238
H 2.612 -4.610 1.128
H 4.086 -5.516 1.098
H 5.503 -1.706 3.203
F -5.296 4.799 -0.342
C -6.573 4.770 0.094
F -7.140 5.954 -0.243
C -6.646 4.579 1.608
F -6.081 5.628 2.245
F -7.966 4.585 1.948
C -6.052 3.271 2.158
O -4.737 3.343 2.686
C -3.670 3.210 1.820
F -4.091 2.845 0.595
F -2.921 2.187 2.290
C -2.806 4.468 1.781
F -3.522 5.531 1.368
F -1.784 4.296 0.906
H -7.110 3.973 -0.429
H -6.668 3.005 3.016
H -6.165 2.442 1.459
H -2.396 4.686 2.769
C 2.557 -0.816 -2.790
C 1.281 -0.111 -3.314
N 0.299 -0.202 -2.250
N -0.932 0.427 -2.579
S -1.694 0.880 -1.053
C -1.864 -0.477 -3.169
O -2.459 -0.225 -4.117
O -2.074 -1.665 -2.553
H 2.230 -1.775 -2.378
H 3.286 -0.950 -3.583
H 2.942 -0.232 -1.955
H 1.561 0.926 -3.501
H 0.971 -0.577 -4.260
H 0.181 -1.148 -1.903
H -1.357 2.173 -0.821
H -2.175 -2.353 -3.218
*
```


(5)
ORCA calculation (the ωB97M-V functional and the def2-TZVPD basis) on the ion C3H8N3 with charge +1 in a non-equilibrium geometry.

* orbital gap: 10.04 eV
* HOMO: -14.3 eV
* energy above the lowest of the compared OMol25 structures with the same formula, charge and spin: 406.51 kJ/mol

```
! wB97M-V def2-TZVPD RIJCOSX def2/J DEFGRID3
* xyz 1 1
C 1.618 0.031 0.364
N 0.549 -0.419 -0.430
C 0.267 0.331 -1.695
N -0.628 0.288 -0.570
C -1.775 0.090 0.047
N -1.816 -0.632 1.114
H 2.546 0.002 -0.214
H 1.343 1.078 0.802
H 1.616 -0.658 1.245
H 0.076 -0.233 -2.688
H 0.676 1.340 -1.759
H -2.500 0.871 -0.163
H -2.580 -1.154 1.512
H -0.875 -1.023 1.433
*
```


(6)
ORCA calculation (the ωB97M-V functional and the def2-TZVPD basis) on the molecule C5H6O in a non-equilibrium geometry.

* orbital gap: 10.46 eV
* HOMO: -9.7 eV
* energy above the lowest of the compared OMol25 structures with the same formula, charge and spin: 437.53 kJ/mol

```
! wB97M-V def2-TZVPD RIJCOSX def2/J DEFGRID3
* xyz 0 1
C 2.684 0.031 0.339
C 1.569 0.137 -0.110
C 0.267 -0.011 -0.777
O -0.511 1.077 -1.200
C -0.884 -0.681 0.171
C -1.485 0.234 0.942
H 3.682 -0.045 0.720
H 0.453 -0.564 -1.704
H -1.268 0.282 -1.222
H -1.092 -1.742 0.301
H -1.201 1.281 0.832
H -2.214 0.001 1.708
*
```


(7)
ORCA calculation (the ωB97M-V functional and the def2-TZVPD basis) on a structure of composition C27H22AsIrN4OS2.

* orbital gap: 6.80 eV
* HOMO: -7.6 eV
* energy above the lowest of the compared OMol25 structures with the same formula, charge and spin: 0.00 kJ/mol

```
! wB97M-V def2-TZVPD RIJCOSX def2/J DEFGRID3
* xyz 0 1
Ir 0.142 -2.111 -0.709
N 1.004 -3.936 3.154
C 0.504 -3.388 2.004
S 1.605 -3.233 0.658
N -0.731 -3.012 1.999
N -1.137 -2.427 0.806
C -2.377 -2.063 0.793
C -3.063 -1.381 -0.263
C -4.369 -0.930 0.037
C -5.137 -0.269 -0.883
C -4.614 -0.057 -2.169
C -3.359 -0.494 -2.499
C -2.536 -1.159 -1.560
O -1.356 -1.545 -1.964
H 1.837 -4.493 3.069
H 0.321 -4.251 3.822
H -2.932 -2.277 1.702
H -4.758 -1.120 1.031
H -6.130 0.076 -0.629
H -5.211 0.456 -2.913
H -2.951 -0.342 -3.490
C -1.439 3.345 -2.517
C -0.915 2.231 -3.160
C -0.289 1.235 -2.428
C -0.183 1.367 -1.045
C -0.693 2.488 -0.400
C -1.329 3.475 -1.141
As 0.800 0.020 -0.092
C 2.639 0.458 -0.450
C 2.939 1.685 -1.027
C 4.262 2.020 -1.283
C 5.277 1.134 -0.966
C 4.975 -0.094 -0.392
C 3.658 -0.436 -0.132
C 0.485 0.319 1.781
C 1.538 0.314 2.686
C 1.276 0.428 4.045
C -0.030 0.546 4.495
C -1.082 0.555 3.588
C -0.828 0.437 2.232
H -1.933 4.117 -3.093
H -0.995 2.136 -4.235
H 0.106 0.358 -2.924
H -0.592 2.600 0.672
H -1.732 4.346 -0.641
H 2.151 2.376 -1.296
H 4.492 2.970 -1.746
H 6.306 1.391 -1.180
H 5.765 -0.794 -0.156
H 3.426 -1.400 0.300
H 2.559 0.222 2.338
H 2.096 0.421 4.751
H -0.231 0.631 5.555
H -2.102 0.648 3.938
H -1.650 0.441 1.525
S 3.055 -0.741 -4.202
C 2.087 -1.410 -3.100
N 1.377 -1.885 -2.298
*
```


(8)
ORCA calculation (the ωB97M-V functional and the def2-TZVPD basis) on the molecule C5H3NO in a non-equilibrium geometry.

* orbital gap: 8.64 eV
* HOMO: -9.3 eV
* energy above the lowest of the compared OMol25 structures with the same formula, charge and spin: 378.60 kJ/mol

```
! wB97M-V def2-TZVPD RIJCOSX def2/J DEFGRID3
* xyz 0 1
N 2.938 -0.699 -0.152
C 1.838 -0.340 -0.074
C 0.502 0.138 0.027
C 0.190 1.554 0.271
O -0.945 1.979 0.334
C -1.828 -1.042 0.069
C -0.598 -0.654 -0.082
H 1.071 2.209 0.399
H -2.548 -1.300 -0.703
H -0.619 -1.845 -0.090
*
```


How do the records compare in E_tot? In the order shown, they have -2957.1325, -5918.9582, -732.4908, -2911.4163, -283.0089, -269.1796, -4472.9002, -322.1476 Ha.